{
  "formula": "C4H9NO",
  "method": "the ωB97M-V functional and the def2-TZVPD basis",
  "species": ["O", "N", "C", "C", "C", "C", "H", "H", "H", "H", "H", "H", "H", "H", "H"],
  "coordinates": [[-1.655769, -1.202858, -0.086032], [0.103521, 0.192907, 0.670771], [-0.691466, -0.772562, 0.746584], [2.338021, 0.631691, 0.489178], [1.122225, 0.289985, -0.350965], [-2.466623, -0.196881, -0.696932], [-0.596366, -1.484856, 1.574662], [0.977347, 0.970766, -1.202376], [3.291620, 0.558257, -0.037067], [-3.484128, -0.574016, -0.575985], [2.161385, 1.639058, 0.872461], [1.194896, -0.716696, -0.786418], [-2.376823, 0.781972, -0.205656], [2.335832, -0.047627, 1.348671], [-2.253677, -0.069146, -1.760899]],
  "atomic_forces_ev_per_a": [[0.001, 0.137, -0.240], [-0.732, -0.910, 0.173], [0.270, 0.036, 0.772], [0.330, 0.081, -0.154], [0.149, -0.074, -0.483], [-0.377, 0.137, -0.329], [-0.636, 0.165, 0.357], [-0.181, 0.181, 0.358], [-0.017, 0.173, -0.068], [0.025, 0.201, -0.169], [0.362, -0.028, 0.034], [0.272, 0.264, -0.147], [0.198, -0.392, 0.014], [0.195, 0.166, -0.232], [0.141, -0.136, 0.115]],
  "charge": 0,
  "de_lowest_ev": 3.243,
  "smiles": "CC/N=C\\OC",
  "homo_energy_ev": -8.4694
}